{"formula": "C4H18N2O5", "method": "wB97M-V/def2-TZVPD", "elements": ["C", "N", "C", "C", "O", "N", "C", "O", "H", "H", "H", "H", "H", "H", "H", "H", "H", "H", "H", "H", "H", "H", "O", "H", "H", "O", "H", "H", "O"], "xyz": [[-0.9512, 0.9120, 1.5813], [-0.8907, 0.2828, 2.8983], [-0.4514, 0.0275, 0.5173], [1.1332, -0.1807, 0.6161], [1.4380, -1.3576, 1.2992], [-0.8537, 0.4826, -0.8103], [-1.3648, -0.6342, -1.6255], [-0.4304, -1.6404, -1.6718], [-0.4598, 1.9050, 1.6952], [-1.9802, 1.1879, 1.3256], [-1.7685, 0.1140, 3.3182], [-0.0947, 0.6468, 3.4514], [-0.9133, -0.9325, 0.7532], [1.6952, 0.5281, 1.2628], [1.6638, -0.2336, -0.2629], [0.7950, -1.4477, 2.1243], [-0.4299, 1.2270, -1.3594], [-1.6589, -0.2882, -2.6336], [-2.1680, -1.1097, -1.0221], [0.3983, -1.3891, -2.2121], [-0.5007, -2.9142, -0.0908], [0.9432, -3.2412, 0.4411], [-0.0018, -3.5737, 0.5058], [1.2497, 2.1327, -0.0622], [0.9668, 3.6348, -0.5987], [1.0363, 2.6657, -0.8277], [0.6753, 1.2350, -3.3832], [1.6954, 1.2450, -2.3208], [1.2279, 0.7159, -2.9087]], "mol_weight_g_mol": 174.2, "spin_multiplicity": 1, "lumo_energy_ha": 0.0075, "smiles": "NC[C@H](CO)NCO.O.O.O", "homo_ev": -8.4}

***

{"formula": "C4H18O4", "method": "wB97M-V/def2-TZVPD", "elements": ["C", "C", "C", "C", "H", "H", "H", "H", "H", "H", "H", "H", "H", "H", "H", "H", "O", "H", "H", "O", "H", "H", "O", "H", "H", "O"], "xyz": [[-1.9460, -0.3321, -1.4050], [-1.9394, -1.5663, -0.5160], [-0.7948, -1.6284, 0.5049], [-0.9766, -2.7070, 1.5534], [-1.0038, -0.1159, -1.9018], [-2.1146, 0.5803, -0.8381], [-2.7365, -0.4648, -2.1169], [-1.7330, -2.4601, -1.1061], [-2.8637, -1.5801, -0.0070], [-0.6075, -0.6745, 1.0126], [0.1489, -1.7186, -0.0478], [-0.3350, -2.5674, 2.4157], [-0.8213, -3.7003, 1.1528], [-2.0064, -2.7456, 1.9170], [2.8175, 2.3775, 2.6623], [3.6692, 2.5579, 1.4476], [3.4508, 2.9991, 2.2922], [3.0326, 1.2104, -0.4004], [4.1921, 0.2846, 0.0645], [3.7229, 1.0926, 0.2778], [-1.8405, 2.8299, -0.0350], [-1.6184, 4.1061, -0.8683], [-2.0986, 3.2692, -0.8494], [1.8929, 0.8088, -2.1515], [0.7690, 0.0576, -1.5545], [1.7403, 0.0871, -1.5032]], "mol_weight_g_mol": 130.2, "spin_multiplicity": 2, "total_charge": -1, "lumo_energy_ha": [0.1255, 0.1234], "homo_ev": [0.5, -7.7]}

***

{"formula": "C4H19N2O5", "method": "wB97M-V/def2-TZVPD", "elements": ["O", "C", "N", "C", "C", "N", "C", "H", "H", "H", "H", "H", "H", "H", "H", "H", "H", "H", "H", "H", "O", "H", "H", "O", "H", "H", "O", "H", "H", "O"], "xyz": [[1.7897, 0.7293, 0.0545], [0.7422, 1.1979, 0.5047], [0.7542, 1.8519, 1.6820], [-0.4141, 2.4231, 2.3288], [-0.5374, 0.9410, -0.2737], [-0.1669, 0.2135, -1.5362], [0.6025, 1.0333, -2.5312], [1.6603, 2.0051, 2.1059], [-1.0075, 1.7779, 2.9751], [-0.0944, 3.3476, 2.8234], [-1.0770, 2.8211, 1.5385], [-1.1071, 0.2703, 0.3511], [-1.0996, 1.8561, -0.4639], [-1.0575, -0.0292, -1.9947], [0.4581, -0.5949, -1.2928], [0.0435, 0.9644, -3.4592], [1.5422, 0.5309, -2.8185], [0.8514, 2.0308, -2.2034], [-0.7334, -3.1274, 0.3456], [-0.5634, -2.1224, 1.4798], [-1.0785, -2.2989, 0.6748], [1.9660, -0.8970, 1.4173], [2.2277, -2.2439, 2.0940], [1.6035, -1.7942, 1.5010], [-2.2341, -1.5035, -0.3856], [-3.7266, -1.2509, -0.9225], [-2.8314, -0.9111, -0.8800], [1.3137, -2.5506, -1.7987], [1.4109, -2.3630, -0.2884], [0.7630, -2.3068, -1.0277]], "mol_weight_g_mol": 175.2, "spin_multiplicity": 1, "total_charge": 1, "lumo_energy_ha": -0.0949, "homo_ev": -13.7}

***

{"formula": "C4H19N2O5", "method": "wB97M-V/def2-TZVPD", "elements": ["O", "C", "N", "C", "N", "C", "C", "H", "H", "H", "H", "H", "H", "H", "H", "H", "H", "H", "H", "H", "O", "H", "H", "O", "H", "H", "O", "H", "H", "O"], "xyz": [[0.0601, -2.0138, -1.4483], [0.7339, -1.6614, -0.4899], [1.9177, -2.1836, -0.1507], [0.2155, -0.5082, 0.3130], [-0.3379, 0.5957, -0.6313], [-1.2315, -0.2567, 2.4534], [-0.8984, -1.0510, 1.1801], [2.4924, -1.8768, 0.6214], [2.2595, -2.9777, -0.6873], [1.0147, 0.0249, 0.9271], [0.3050, 0.6882, -1.4443], [-0.4721, 1.4755, -0.1261], [-1.2342, 0.2528, -0.9113], [-0.5406, -0.3084, 3.2825], [-2.2418, -0.5706, 2.8271], [-1.3605, 0.8808, 2.3655], [-0.6814, -2.0041, 1.7678], [-1.7826, -1.3681, 0.5754], [-0.4295, 3.5646, -2.2270], [-1.7124, 3.2607, -1.4618], [-0.9049, 2.8327, -1.7997], [3.7570, 0.0663, 1.7665], [2.8077, 1.3890, 1.4529], [2.9673, 0.4335, 1.3633], [-3.5071, -1.1212, -1.2975], [-3.9472, 0.1123, -0.3600], [-3.2322, -0.4447, -0.6742], [1.7821, 1.4420, -2.9579], [2.3878, 0.2806, -2.1634], [1.8136, 1.0469, -2.0652]], "mol_weight_g_mol": 175.2, "spin_multiplicity": 1, "total_charge": 1, "lumo_energy_ha": -0.0997, "homo_ev": -13.2}

***

{"formula": "C4H19NO5", "method": "wB97M-V/def2-TZVPD", "elements": ["N", "C", "C", "C", "C", "H", "H", "H", "H", "H", "H", "H", "H", "H", "H", "H", "O", "H", "H", "O", "H", "H", "O", "H", "H", "O", "H", "H", "O"], "xyz": [[-0.6864, 1.3313, 1.8878], [0.0653, 1.3950, 0.5355], [-1.1148, 1.4371, -0.6135], [-2.3232, 0.8843, 0.1606], [-1.9206, 0.6350, 1.6012], [-1.0098, 2.2073, 2.2283], [0.4902, 2.3068, 0.3807], [0.7532, 0.5376, 0.6324], [-1.3468, 2.4501, -1.0008], [-0.7461, 1.0629, -1.6197], [-3.1587, 1.6170, -0.0142], [-2.8632, -0.1076, -0.1841], [-2.6811, 0.8890, 2.2739], [-1.5649, -0.4148, 1.5853], [-2.5629, -2.6192, -1.1198], [-1.1137, -2.7123, -0.7000], [-1.6815, -2.7227, -1.5037], [2.3871, -1.4817, -0.2737], [2.0593, -2.8571, 0.0138], [1.9657, -2.2420, -0.6472], [2.5860, 0.6922, -1.4803], [2.2534, 1.0908, 0.0604], [2.5387, 0.4216, -0.5537], [1.3195, -0.4431, 2.5769], [2.6085, -0.8347, 1.7067], [2.1353, -1.0054, 2.4432], [1.6751, -1.1435, -2.5480], [0.4922, -0.1926, -2.8518], [1.4444, -0.1812, -2.9761]], "mol_weight_g_mol": 161.2, "spin_multiplicity": 1, "lumo_energy_ha": 0.0169, "smiles": "C1CCNC1.O.O.O.O.O", "homo_ev": -9.6}

***

{"formula": "C4H2", "method": "wB97M-V/def2-TZVPD", "elements": ["C", "C", "C", "C", "H", "H"], "xyz": [[-1.6710, 0.7670, -0.4948], [-0.6509, 0.2318, -0.1353], [0.6183, -0.3397, 0.1157], [1.7107, -0.7077, 0.4849], [-2.5984, 1.1801, -0.8549], [2.5913, -1.1314, 0.8844]], "mol_weight_g_mol": 50.1, "spin_multiplicity": 1, "lumo_energy_ha": 0.0401, "smiles": "C#CC#C", "homo_ev": -9.9}

***

ΔE to the lowest compared entry with this formula, charge and spin across the listed records, respectively: 354.4, 0.0, 54.2, 71.9, 251.4, 10.0 kJ/mol.